No. 1
{"formula": "C39H60CaN2O8P2Si2", "method": "ωB97M-V/def2-TZVPD", "homo_lumo_gap_ev": 6.3, "de_lowest_kcal_mol": 31.4, "total_charge": -2, "energy_ev": -113557.6230, "species": ["Ca", "O", "C", "C", "C", "C", "C", "C", "C", "N", "C", "C", "N", "C", "C", "C", "C", "C", "C", "C", "O", "H", "H", "H", "H", "H", "H", "H", "H", "H", "H", "H", "H", "H", "H", "C", "C", "C", "O", "P", "O", "C", "P", "O", "O", "C", "C", "C", "O", "C", "C", "C", "O", "C", "C", "C", "H", "H", "H", "H", "H", "H", "H", "H", "H", "H", "H", "H", "H", "H", "H", "H", "H", "H", "H", "H", "H", "H", "H", "H", "H", "H", "H", "H", "H", "H", "C", "Si", "C", "C", "C", "C", "C", "C", "C", "Si", "C", "C", "H", "H", "H", "H", "H", "H", "H", "H", "H", "H", "H", "H", "H", "H", "H", "H"], "coordinates": [[0.08496, 0.33904, -0.64713], [-1.43390, -1.08660, -1.54315], [-1.04659, -1.47687, -2.71260], [-0.87325, -2.85580, -2.99903], [-0.58012, -3.31800, -4.25676], [-0.46021, -2.44021, -5.34021], [-0.58531, -1.09244, -5.09382], [-0.83037, -0.58533, -3.81253], [-0.81002, 0.86042, -3.67910], [-0.68296, 1.51262, -2.59819], [-0.75883, 2.95427, -2.61938], [-2.03533, 3.32245, -1.85345], [-1.88311, 2.93202, -0.48634], [-1.85500, 3.80724, 0.43428], [-1.64536, 3.52461, 1.82946], [-1.70773, 4.59368, 2.73123], [-1.42618, 4.45338, 4.07128], [-1.05920, 3.17281, 4.53348], [-0.99390, 2.10065, 3.68912], [-1.28693, 2.19761, 2.27534], [-1.21942, 1.20140, 1.52747], [-0.96893, -3.53818, -2.16615], [-0.43738, -4.38156, -4.41034], [-0.24899, -2.80963, -6.33556], [-0.46398, -0.38351, -5.90708], [-0.90054, 1.42085, -4.62789], [-0.77691, 3.39523, -3.63000], [0.11046, 3.33216, -2.07324], [-2.83861, 2.70500, -2.26901], [-2.28442, 4.38986, -2.00847], [-1.99422, 4.87889, 0.17886], [-1.98910, 5.57098, 2.34424], [-1.47180, 5.29806, 4.74867], [-0.81178, 3.04103, 5.58423], [-0.69435, 1.12298, 4.04583], [0.48729, -3.75457, 0.19657], [1.69206, -3.63528, -0.72493], [2.48488, -4.93354, -0.80484], [2.54666, -2.61479, -0.23357], [2.84606, -1.25857, -1.14573], [1.46785, -0.82900, -1.70909], [3.39840, 1.91089, -0.40937], [2.67589, 1.20810, 0.96548], [1.33736, 0.50421, 0.97274], [3.62509, 0.09893, 1.70088], [4.65293, 0.34888, 2.63076], [4.10927, 0.35499, 4.05708], [5.67516, -0.76566, 2.44668], [2.67232, 2.31850, 2.17773], [2.98565, 3.69970, 2.08925], [3.15573, 4.18169, 3.52393], [1.91038, 4.51732, 1.38681], [3.46456, -2.15249, -2.47516], [4.54042, -1.61324, -3.19378], [5.82501, -1.64005, -2.36816], [4.24456, -0.20387, -3.69786], [-0.19626, -4.53414, -0.15109], [-0.05071, -2.80699, 0.23115], [0.81833, -4.00188, 1.20770], [1.34925, -3.37326, -1.73160], [2.81664, -5.23531, 0.19106], [3.35856, -4.78585, -1.43567], [1.87361, -5.73438, -1.22848], [2.90422, 1.64387, -1.34279], [3.46832, 2.99184, -0.32124], [5.13456, 1.31420, 2.41355], [3.65336, -0.61308, 4.26598], [3.34856, 1.11940, 4.16464], [4.91156, 0.53649, 4.77624], [5.17275, -1.72699, 2.55310], [6.47213, -0.69056, 3.18952], [6.10595, -0.72252, 1.44931], [3.94057, 3.81664, 1.56033], [2.24802, 3.95030, 4.08208], [3.31285, 5.26028, 3.54283], [4.00107, 3.68769, 4.00454], [1.00864, 4.54775, 1.99312], [1.65635, 4.07929, 0.42556], [2.26832, 5.53719, 1.23271], [4.67198, -2.27240, -4.06582], [5.72556, -0.95638, -1.52610], [6.68388, -1.34381, -2.97432], [5.99110, -2.64343, -1.97609], [4.11842, 0.47312, -2.85051], [3.32096, -0.20447, -4.27741], [5.06482, 0.16141, -4.32089], [-2.09149, -1.33035, 2.37929], [-3.50204, -0.77953, 1.27957], [-3.93594, 1.03624, 1.46627], [-5.17639, -1.65290, 1.54798], [-6.04371, -1.86834, 2.61759], [-7.29921, -2.40952, 2.38953], [-7.69817, -2.73378, 1.09489], [-6.83629, -2.53560, 0.02709], [-5.56817, -1.99556, 0.23792], [-4.00441, -1.62150, -0.84005], [-4.46920, -0.42516, -2.22201], [-3.72022, -3.31471, -1.62938], [-2.33377, -1.15851, 3.42893], [-1.19758, -0.74399, 2.15718], [-1.86523, -2.38692, 2.23821], [-4.08679, 1.29160, 2.51579], [-4.85037, 1.25249, 0.91486], [-3.13422, 1.66700, 1.08325], [-5.74723, -1.61439, 3.62936], [-7.97917, -2.57754, 3.21755], [-8.68876, -3.14371, 0.92626], [-7.15971, -2.80483, -0.97328], [-5.20478, -0.86582, -2.89683], [-3.57832, -0.17273, -2.79575], [-4.87933, 0.49876, -1.81627], [-4.69671, -3.72799, -1.88185], [-3.22471, -4.00944, -0.95305], [-3.11970, -3.24861, -2.53398]], "atomic_forces_ev_per_a": [[-2.580, 0.773, 0.132], [-0.123, -0.317, -0.206], [-0.260, 0.060, -0.203], [0.106, -0.054, -0.047], [0.003, 0.020, 0.004], [0.037, -0.037, -0.051], [0.038, -0.010, 0.002], [-0.024, 0.009, 0.032], [-0.163, 0.050, -0.307], [0.292, 0.097, -0.398], [-0.264, -0.082, 0.170], [-0.007, 0.216, -0.117], [0.264, -0.134, -0.049], [-0.147, 0.178, -0.309], [0.131, -0.008, 0.142], [-0.024, 0.064, 0.086], [0.000, -0.019, 0.033], [0.003, 0.109, 0.048], [-0.017, -0.108, -0.187], [0.380, 0.592, 0.593], [0.636, -0.150, -0.473], [0.009, -0.013, -0.009], [-0.016, -0.048, -0.003], [0.008, 0.008, -0.003], [0.012, 0.030, -0.025], [-0.005, -0.095, 0.055], [0.023, -0.217, -0.001], [-0.033, 0.226, -0.078], [-0.084, 0.191, -0.163], [0.065, -0.019, 0.152], [-0.043, -0.082, 0.038], [0.042, 0.005, -0.035], [-0.015, -0.019, -0.027], [-0.012, -0.022, -0.038], [0.034, -0.022, 0.025], [0.117, 0.056, -0.043], [-0.089, -0.170, -0.130], [-0.076, 0.076, 0.003], [-0.046, 0.109, 0.105], [0.160, -0.656, -0.341], [1.052, -0.636, -0.426], [-0.755, 0.288, 0.181], [0.735, 0.134, 0.995], [2.046, 0.538, 1.054], [-0.362, -0.047, 0.119], [0.221, 0.065, -0.086], [-0.012, -0.028, -0.205], [-0.053, 0.117, -0.024], [-0.139, -0.092, -0.209], [0.143, 0.129, 0.030], [0.012, -0.111, -0.092], [-0.002, -0.197, 0.052], [-0.223, -0.094, 0.148], [0.235, 0.094, -0.208], [-0.072, -0.031, -0.041], [-0.042, -0.054, -0.010], [-0.030, -0.015, 0.011], [-0.065, -0.033, -0.018], [-0.001, 0.005, 0.035], [0.034, 0.015, 0.078], [0.019, -0.006, 0.045], [0.060, 0.020, -0.051], [-0.032, -0.043, 0.001], [0.268, -0.228, -0.051], [0.072, 0.030, 0.029], [-0.064, -0.006, 0.008], [-0.007, -0.074, 0.044], [-0.099, 0.106, 0.033], [0.044, -0.005, 0.019], [-0.015, -0.055, 0.027], [0.040, 0.004, 0.025], [0.029, 0.010, -0.097], [-0.059, -0.032, -0.028], [-0.045, 0.008, 0.035], [0.045, 0.076, 0.021], [0.011, -0.020, 0.019], [-0.154, -0.007, 0.110], [0.019, -0.010, -0.109], [0.005, 0.055, -0.024], [0.007, 0.047, 0.062], [0.037, 0.074, 0.070], [0.064, 0.028, -0.018], [0.032, -0.059, 0.007], [0.053, 0.059, -0.012], [-0.033, 0.014, -0.019], [0.023, 0.028, -0.031], [0.114, -0.291, -0.159], [-0.034, 0.135, 0.330], [-0.038, 0.131, -0.360], [0.142, -0.085, -0.013], [0.022, -0.033, -0.015], [-0.075, -0.009, 0.020], [-0.086, -0.048, 0.014], [-0.007, 0.046, -0.024], [0.060, 0.142, 0.029], [-0.553, -0.150, -0.185], [0.198, 0.039, 0.080], [0.324, 0.171, 0.051], [-0.079, 0.010, 0.111], [-0.146, -0.116, 0.048], [-0.086, -0.166, 0.056], [-0.070, -0.036, 0.142], [-0.249, -0.028, 0.025], [-0.519, -0.274, -0.101], [0.012, 0.027, 0.053], [-0.020, -0.001, 0.019], [-0.001, -0.028, 0.008], [-0.029, -0.020, -0.066], [-0.073, -0.069, -0.021], [0.067, 0.015, -0.088], [-0.058, 0.080, 0.065], [-0.133, -0.003, 0.003], [0.038, -0.080, 0.099], [-0.095, -0.007, -0.004]]}

No. 2
{"formula": "C39H60N4O3P2Sn", "method": "ωB97M-V/def2-TZVPD", "homo_lumo_gap_ev": 6.8, "energy_ev": -77930.2355, "species": ["Sn", "N", "N", "C", "O", "O", "H", "H", "H", "C", "C", "C", "C", "C", "C", "C", "C", "N", "C", "C", "C", "C", "N", "C", "C", "C", "C", "C", "C", "C", "C", "H", "H", "H", "H", "H", "H", "H", "H", "H", "H", "H", "H", "H", "H", "H", "H", "H", "H", "H", "H", "H", "H", "H", "H", "C", "P", "C", "C", "C", "P", "C", "C", "H", "H", "H", "H", "H", "H", "H", "H", "H", "H", "H", "H", "H", "H", "H", "H", "C", "C", "C", "C", "C", "C", "C", "C", "C", "C", "C", "C", "O", "H", "H", "H", "H", "H", "H", "H", "H", "H", "H", "H", "H", "H", "H", "H", "H", "H"], "coordinates": [[-0.34775, -0.10382, 0.58713], [-0.94625, -0.90645, 3.10577], [-2.30164, -1.24836, 3.09724], [-2.94514, -1.45688, 1.86058], [-4.02191, -2.03476, 1.88736], [-2.35046, -0.96820, 0.82363], [-0.36697, -1.72923, 3.25388], [-0.77184, -0.24384, 3.85068], [-2.63800, -1.85554, 3.82863], [-3.04189, -3.92131, 0.50638], [-1.85752, -4.10137, 1.42301], [-2.07805, -4.69470, 2.66413], [-1.06224, -4.85471, 3.58853], [0.21530, -4.41146, 3.27971], [0.47856, -3.81063, 2.05731], [1.87495, -3.37290, 1.69778], [-0.55750, -3.65631, 1.12663], [-0.28796, -2.93030, -0.05890], [-0.37555, -3.42496, -1.22396], [-0.45798, -4.89843, -1.53385], [-0.41800, -2.45541, -2.39077], [-0.68996, -3.04031, -3.75404], [-0.34041, -1.21433, -2.13504], [-0.47890, -0.23151, -3.15492], [-1.67530, 0.48663, -3.21789], [-2.79023, 0.22291, -2.23917], [-1.80721, 1.45528, -4.20608], [-0.77668, 1.71942, -5.09398], [0.41409, 1.01472, -4.99451], [0.58033, 0.02930, -4.02944], [1.88490, -0.71432, -3.89787], [-3.86181, -3.48480, 1.07655], [-3.36909, -4.88322, 0.10422], [-2.83695, -3.24040, -0.31635], [-3.08436, -5.01945, 2.90395], [-1.26500, -5.31496, 4.54768], [1.02387, -4.53376, 3.99250], [2.47557, -3.20414, 2.59413], [1.85012, -2.45701, 1.10125], [2.38232, -4.13249, 1.09983], [-0.30596, -5.48413, -0.63087], [0.30943, -5.16652, -2.26270], [-1.42614, -5.17037, -1.95741], [0.10464, -3.72591, -4.05460], [-0.78100, -2.25850, -4.50134], [-1.62109, -3.61169, -3.73480], [-2.53441, 0.59143, -1.24070], [-3.00872, -0.84034, -2.13262], [-3.69866, 0.73926, -2.54575], [-2.72933, 2.02227, -4.26015], [-0.89345, 2.48775, -5.84821], [1.23213, 1.23006, -5.67299], [2.62979, -0.30009, -4.57624], [1.77773, -1.77784, -4.12489], [2.26325, -0.63664, -2.87376], [4.92994, 0.40219, -0.58171], [3.49039, -0.55786, 0.06304], [4.13994, -2.25588, -0.28521], [3.84274, -0.41074, 1.87839], [3.58381, 1.01952, 2.38050], [1.79122, 1.41713, 2.67054], [1.91321, 3.24587, 2.72424], [1.69622, 1.07491, 4.48185], [5.85872, 0.10502, -0.08721], [4.77624, 1.47313, -0.44673], [5.02115, 0.21657, -1.65316], [4.85363, -2.58767, 0.47281], [4.63804, -2.24256, -1.25595], [3.31779, -2.96976, -0.34061], [4.87713, -0.71135, 2.06733], [3.19735, -1.11610, 2.40812], [3.94439, 1.74522, 1.64735], [4.13054, 1.19824, 3.31065], [2.82547, 3.56225, 3.23485], [1.04705, 3.64894, 3.24931], [1.89980, 3.64404, 1.70901], [2.46610, 1.61740, 5.03479], [1.80589, 0.00480, 4.67550], [0.71494, 1.39345, 4.84402], [1.45023, 2.04199, -1.47327], [0.66734, 3.26001, -1.96435], [1.45602, 4.53280, -1.62316], [-0.77419, 3.43764, -1.48370], [-1.56129, 4.27756, -2.27198], [-2.82572, 4.67984, -1.88897], [-3.28250, 4.29275, -0.63641], [-2.54267, 3.45553, 0.18941], [-3.03108, 3.30252, 1.62309], [-2.04509, 3.99525, 2.57332], [-3.30542, 1.88969, 2.11185], [-1.30657, 2.93116, -0.27923], [-0.60543, 2.02499, 0.41924], [1.61632, 2.08251, -0.39628], [0.92333, 1.11131, -1.68842], [2.42237, 2.00844, -1.97730], [0.61627, 3.18456, -3.05537], [1.48949, 4.67375, -0.53845], [0.98742, 5.41752, -2.05716], [2.48283, 4.46685, -1.99599], [-1.15258, 4.62504, -3.21754], [-3.42280, 5.31874, -2.52765], [-4.23190, 4.67168, -0.27161], [-3.97588, 3.84903, 1.66933], [-1.07026, 3.51004, 2.49052], [-2.38611, 3.92272, 3.61051], [-1.92794, 5.05050, 2.31891], [-2.37468, 1.38244, 2.34989], [-3.83849, 1.29320, 1.37110], [-3.90839, 1.91644, 3.02323]], "atomic_forces_ev_per_a": [[0.107, 0.073, 0.145], [0.030, -0.015, 0.049], [-0.234, 0.038, -0.208], [0.154, 0.805, 0.432], [-0.318, 1.347, 0.717], [-0.085, 0.054, -0.056], [0.083, -0.056, -0.013], [0.028, 0.113, -0.030], [0.050, -0.092, 0.000], [0.233, -0.978, -0.466], [-0.108, 0.055, -0.271], [0.009, -0.023, 0.043], [-0.052, 0.011, 0.046], [0.048, 0.011, 0.059], [0.271, 0.008, -0.073], [-0.286, 0.005, 0.151], [0.099, -0.252, -0.109], [-0.454, -0.140, -0.100], [0.127, -0.063, 0.243], [-0.079, 0.083, 0.094], [-0.089, 0.107, -0.047], [0.040, 0.020, 0.067], [-0.090, 0.056, 0.019], [-0.079, -0.266, -0.234], [-0.103, -0.066, 0.064], [0.133, 0.065, -0.034], [0.024, 0.044, -0.052], [-0.014, 0.008, 0.055], [-0.020, -0.021, 0.005], [0.120, -0.063, -0.032], [-0.090, 0.053, 0.076], [0.207, -0.621, -0.474], [0.182, -0.134, -0.130], [0.011, -0.008, -0.020], [0.015, 0.025, -0.017], [0.013, -0.002, -0.020], [-0.010, -0.002, -0.020], [-0.028, -0.043, -0.051], [-0.071, -0.078, 0.105], [-0.039, -0.037, 0.016], [-0.010, 0.003, 0.047], [-0.034, 0.006, 0.007], [-0.010, 0.035, -0.010], [-0.011, 0.002, 0.021], [0.007, 0.052, -0.023], [0.038, 0.002, 0.022], [-0.034, -0.004, -0.047], [-0.007, 0.008, 0.009], [0.009, 0.009, -0.003], [0.023, -0.017, 0.007], [0.001, -0.021, 0.003], [-0.011, -0.004, 0.015], [-0.002, -0.002, -0.001], [0.007, 0.006, -0.014], [0.008, -0.016, -0.010], [-0.044, -0.025, 0.081], [0.064, 0.003, -0.112], [-0.045, 0.031, -0.047], [-0.138, 0.154, -0.047], [-0.064, -0.127, -0.047], [0.259, -0.053, 0.124], [-0.069, -0.062, -0.018], [-0.062, 0.020, -0.088], [0.016, 0.027, -0.049], [0.002, -0.018, -0.001], [-0.007, 0.011, 0.012], [0.025, -0.019, -0.048], [0.014, 0.003, 0.014], [0.213, 0.085, -0.064], [0.036, 0.019, 0.015], [0.054, 0.015, 0.004], [0.058, 0.037, 0.047], [0.032, 0.075, -0.025], [-0.019, 0.039, 0.009], [0.016, 0.024, -0.011], [0.015, -0.005, 0.000], [-0.009, -0.019, 0.031], [0.001, 0.035, -0.004], [0.053, -0.028, 0.050], [-0.072, 0.069, 0.002], [-0.028, -0.108, 0.155], [-0.015, -0.021, -0.004], [-0.009, 0.023, -0.142], [0.026, -0.041, -0.032], [0.016, -0.026, 0.042], [0.050, -0.014, -0.055], [0.039, -0.037, 0.037], [0.223, 0.032, -0.006], [-0.052, 0.002, -0.030], [-0.099, -0.106, -0.062], [0.025, 0.104, -0.124], [-0.546, -0.131, 0.418], [0.093, 0.044, -0.045], [0.161, 0.106, 0.049], [-0.041, -0.031, -0.025], [-0.008, 0.013, -0.007], [0.012, -0.005, -0.029], [0.016, -0.014, 0.025], [-0.029, 0.003, 0.023], [0.000, -0.018, 0.024], [0.003, -0.006, 0.020], [0.014, -0.022, -0.007], [-0.031, 0.035, -0.003], [-0.005, 0.006, 0.015], [0.004, 0.003, -0.030], [0.018, -0.019, 0.012], [0.101, -0.114, 0.007], [-0.002, -0.027, 0.003], [0.026, -0.006, -0.007]]}